Molecular formula: C5H8NO2
Method: DFT, the ωB97M-V functional and the def2-TZVPD basis

```
16
Properties=species:S:1:pos:R:3
H 0.1519 2.5383 -1.0509
C -1.5905 -1.3537 0.1158
H 1.2516 -0.3975 1.7937
C 0.8830 1.0273 0.2651
H 2.7854 1.1223 1.0418
C 0.5619 -0.1788 0.9828
H 2.3403 2.4459 0.0250
N 2.0884 1.5906 0.4895
H -0.7269 -1.4490 1.9406
H -1.0423 1.2031 -0.6538
C -0.0578 1.6159 -0.5397
O -0.7100 -1.7000 -2.0505
H -2.5381 -1.6042 0.6017
C -0.5531 -0.9853 0.9689
O -1.7597 -1.6936 -1.1191
H -1.0842 -2.1814 -2.8108
```

Calculated values
- Net charge: +1
- HOMO level (alpha / beta): -12.59 / -12.39 eV
- F_max: 1.6 eV Å⁻¹

---

Molecular formula: C2H6NO3
Method: DFT, the ωB97M-V functional and the def2-TZVPD basis

```
12
Properties=species:S:1:pos:R:3
H -1.6118 -0.3005 1.8950
O 1.2182 -0.3067 -0.7146
H -0.3052 -1.3807 -3.4083
C -0.9376 0.5677 2.0579
O 0.5883 -1.7415 -3.4676
O -1.5647 1.6055 1.5764
C 0.3121 0.1768 -0.0621
H 1.1306 -0.2745 1.6791
H 0.9774 -1.3580 -2.6582
N 0.3446 0.2235 1.2870
H -0.4699 0.7584 -0.5653
H -0.5965 0.5761 3.1039
```

Calculated values
- Net charge: 0
- HOMO level (alpha / beta): -10.35 / -10.32 eV
- Multiplicity: 2
- F_max: 3.2 eV Å⁻¹
- Expectation value of S²: 0.754

---

Molecular formula: C25H45N2O12PS
Method: DFT, the ωB97M-V functional and the def2-TZVPD basis

```
86
Properties=species:S:1:pos:R:3
C -0.6544 1.9218 1.9196
O -3.8688 -2.8251 -0.5719
O -5.0277 -0.6601 2.4790
H 3.8464 -3.1068 -1.1757
C 4.9825 1.4063 0.2264
H -2.2198 -2.0177 1.1827
C -1.9199 -0.3295 -3.0193
C 5.3647 2.7833 1.9634
H 3.9820 -1.4500 -1.8031
H 7.9491 3.4082 1.0571
H 7.4565 4.5518 -0.1784
H -0.7350 -0.5319 4.0193
H -2.9715 2.0398 -0.3223
H 2.8969 -3.6141 -3.4745
C -3.7001 0.6080 1.1057
O 5.5242 -4.2474 -2.9019
H 3.5182 -2.3871 -4.6025
H -3.5222 -2.8098 1.9702
H 5.6618 -2.2823 -3.4916
C -0.9159 -1.3765 3.3609
H -6.1592 -0.0187 -0.9869
H 0.1255 -2.4226 0.2130
O 5.7514 -5.9811 -4.3247
H -4.1919 -3.7125 -0.7368
H 2.1053 2.8105 0.0277
O 4.6409 0.4489 -0.3859
C 0.1089 2.7160 0.8589
H -4.0404 2.0229 2.7083
O -7.2321 -0.1157 1.3465
H -1.4950 -0.2707 0.3225
H -0.6194 0.8511 1.7464
C 5.2548 -4.9460 -4.0337
C -2.4144 -1.5962 3.2848
O -5.1119 1.1511 0.9617
C -4.0551 -0.8572 1.3964
H 4.7942 3.4479 2.6079
H 1.3292 1.1930 -0.0329
O -6.3799 1.3016 3.0789
H -0.1115 2.0958 2.8484
H -1.0998 1.6728 -2.9145
C -1.0408 -1.8801 -1.4702
H -2.2999 3.1771 1.2892
H 1.9469 1.8439 1.4981
O 4.3326 -4.2927 -4.7868
H -4.0361 -1.8003 4.2020
C 3.7889 -3.2388 -3.9830
H 7.1518 4.9246 1.5249
H -0.4868 2.8666 -0.0413
P -5.0573 -1.9430 0.1506
H -2.8900 0.8089 3.1499
S -6.0878 0.4312 1.9888
H -4.8974 -0.7666 -1.9722
C -3.1130 0.9679 -0.2385
N -1.9585 -0.8019 -1.6025
H -0.9867 0.9380 -0.7903
C -1.7937 0.2347 -0.5903
N -3.0521 -1.6015 4.3812
H -3.8083 0.7015 -1.0253
C 0.2291 -1.7520 -0.6398
C -2.0127 1.1722 -3.2296
C -3.0092 -1.8485 1.9041
H -2.1291 1.3433 -4.2964
C -3.2033 1.4520 2.3297
H -2.8595 1.6402 -2.7383
H -2.7627 -0.7868 -3.5375
C 5.8313 3.4486 0.6895
C 7.1749 4.1258 0.7839
H -6.4395 -1.5733 -1.7610
H 0.4457 -0.7591 -0.2675
O 4.5322 1.7276 1.4643
H -1.0422 -0.7245 -3.5282
H 0.2797 3.7188 1.2552
H 5.0791 4.1487 0.3150
C -5.6978 -0.9600 -1.2556
C -2.0851 2.4730 2.0896
C 4.5014 -2.4013 -1.6902
C 4.9245 -2.9453 -3.0302
H 5.3667 -2.2463 -1.0478
H -2.0713 3.0854 2.9908
H -0.4617 -1.1993 2.3915
O 5.8735 2.3272 -0.2121
H 1.0397 -2.1571 -1.2342
C 1.4778 2.0957 0.5525
H -0.4801 -2.2546 3.8293
H 6.1821 2.3394 2.5362
O -1.2420 -2.9311 -2.0764
```

Calculated values
- Net charge: 0
- HOMO level: -8.76 eV
- F_max: 1.9 eV Å⁻¹
- SMILES: [H]/N=C(/C)C[C@@]1(P(C)O)OS(=O)(=O)O[C@]1(CCCCC)CCN(CC)C(C)=O.C[C@@H]1COC(=O)O1.C[C@@H]1COC(=O)O1

---

Molecular formula: C4H7AgO2
Method: DFT, the ωB97M-V functional and the def2-TZVPD basis

```
14
Properties=species:S:1:pos:R:3
O -0.9227 -1.5752 -2.4410
H -0.8451 0.1264 1.0691
C -0.0186 -1.9303 -1.6496
O -0.0352 -1.3156 -0.4521
H -1.4101 0.2598 -0.5651
H 0.4485 0.3659 2.8639
H 0.0642 0.5649 -1.2847
H 0.7986 2.2034 0.4555
Ag -0.0378 -3.4844 -3.9759
C 0.9117 1.2269 0.9423
C 0.0400 0.9903 2.0615
H -0.4762 1.8728 2.4544
C -0.3411 0.0762 -0.3860
H 1.8239 0.6190 0.9076
```

Calculated values
- Net charge: 0
- HOMO level (alpha / beta): -6.59 / -7.01 eV
- F_max: 4.9 eV Å⁻¹